{
  "formula": "C26H78O13",
  "method": "ωB97M-V/def2-TZVPD",
  "charge": 0,
  "spin_multiplicity": 1,
  "molar_mass_g_mol": 598.90,
  "homo_energy_ev": -9.4,
  "symbols": ["C", "C", "O", "H", "H", "H", "H", "H", "H", "C", "C", "O", "H", "H", "H", "H", "H", "H", "C", "C", "O", "H", "H", "H", "H", "H", "H", "C", "C", "O", "H", "H", "H", "H", "H", "H", "C", "C", "O", "H", "H", "H", "H", "H", "H", "C", "C", "O", "H", "H", "H", "H", "H", "H", "C", "C", "O", "H", "H", "H", "H", "H", "H", "C", "C", "O", "H", "H", "H", "H", "H", "H", "C", "C", "O", "H", "H", "H", "H", "H", "H", "C", "C", "O", "H", "H", "H", "H", "H", "H", "C", "C", "O", "H", "H", "H", "H", "H", "H", "C", "C", "O", "H", "H", "H", "H", "H", "H", "C", "C", "O", "H", "H", "H", "H", "H", "H"],
  "coordinates": [[-1.094357, 1.961761, -5.265713], [-0.733307, 2.090021, -3.808723], [0.556983, 2.664951, -3.685573], [-0.270877, 1.549371, -5.848743], [-1.342657, 2.927981, -5.704883], [-2.024907, 1.401641, -5.357613], [-0.654767, 1.075121, -3.418963], [-1.439857, 2.640211, -3.187283], [0.598353, 3.341551, -4.365363], [-4.397697, 0.486241, -1.539613], [-5.395987, 0.274531, -2.679483], [-5.369917, -1.074719, -3.003253], [-4.404107, -0.241799, -0.728433], [-4.497907, 1.482551, -1.109003], [-3.367747, 0.546171, -1.891323], [-5.264937, 0.914621, -3.551953], [-6.383647, 0.518951, -2.288483], [-5.719657, -1.613699, -2.289963], [5.265243, 0.527951, 2.699637], [4.210043, 1.492241, 3.105617], [3.019053, 1.110531, 2.604187], [5.037823, -0.498039, 2.988997], [6.258113, 0.827191, 3.035437], [5.274883, 0.613021, 1.613007], [4.404313, 2.511511, 2.771767], [4.310903, 1.540591, 4.189867], [3.131143, 1.245811, 1.660397], [-0.615817, -0.656779, 5.416237], [0.541603, -0.288769, 4.437427], [0.411153, 0.995831, 3.923837], [-1.578357, -0.419539, 4.963097], [-0.441117, -0.245329, 6.410357], [-0.691207, -1.733809, 5.566037], [0.624693, -1.039579, 3.651627], [1.445833, -0.202859, 5.039997], [1.303643, 1.225781, 3.655187], [-0.439547, -3.020049, -3.084943], [1.133863, -3.194709, -3.213713], [1.749703, -2.282649, -2.403643], [-0.939137, -3.691869, -3.782913], [-0.628637, -1.972859, -3.321023], [-0.794017, -3.304459, -2.094203], [1.597113, -3.164209, -4.199903], [1.277083, -4.202199, -2.823133], [2.366913, -1.864339, -3.008353], [-3.101677, -3.417169, -0.876893], [-3.348497, -4.849439, -1.275063], [-3.534297, -5.710589, -0.151263], [-2.867177, -2.850529, -1.778023], [-2.161067, -3.324129, -0.334043], [-3.919187, -2.954769, -0.323753], [-2.577857, -5.293019, -1.905493], [-4.176907, -4.919039, -1.980043], [-2.937097, -6.452989, -0.268733], [2.808403, -2.062769, 1.374417], [3.176953, -3.276169, 0.507067], [2.100583, -4.026389, -0.035343], [3.686623, -1.486619, 1.665757], [2.303513, -2.362569, 2.292747], [2.049463, -1.419359, 0.929297], [3.711373, -3.993109, 1.130357], [3.818403, -2.975639, -0.321383], [1.938503, -3.540609, -0.847353], [-0.485787, 0.278791, 0.746657], [-0.201147, -0.644669, -0.491973], [0.942853, -0.187739, -1.158613], [0.402093, 0.411371, 1.364877], [-1.291197, -0.049509, 1.403637], [-0.788587, 1.287551, 0.465907], [-1.080957, -0.590249, -1.133113], [-0.220157, -1.700359, -0.221293], [1.311943, -0.865839, -1.729193], [-2.275047, 4.639271, 4.510017], [-1.420147, 3.354081, 4.425837], [-1.232947, 2.996381, 3.055907], [-2.524327, 5.040321, 5.492417], [-3.229947, 4.558801, 3.990607], [-1.706737, 5.446331, 4.047647], [-1.890357, 2.541921, 4.980287], [-0.435887, 3.542701, 4.854497], [-0.776587, 2.163001, 3.193067], [5.423453, 0.386781, -3.713103], [3.987283, 0.138201, -3.478163], [3.595413, -0.979449, -4.204303], [5.452193, 0.690661, -4.759493], [6.032883, -0.493159, -3.507233], [5.862613, 1.124271, -3.041273], [3.441863, 0.980181, -3.904423], [3.800893, 0.016981, -2.411083], [3.564563, -0.741489, -5.133833], [-1.787067, -3.184589, 2.734327], [-0.871847, -4.455289, 2.482427], [-0.783577, -4.808639, 1.134587], [-2.799947, -3.300509, 2.348677], [-1.282497, -2.311359, 2.320837], [-1.862197, -3.003339, 3.806527], [-1.354177, -5.229999, 3.078487], [0.132483, -4.236829, 2.845317], [-1.639467, -4.985079, 0.737207], [-2.987127, 4.179911, -0.990823], [-2.401937, 4.930221, 0.233037], [-3.099577, 4.479941, 1.381427], [-4.068227, 4.282941, -0.897503], [-2.708627, 3.144921, -0.792463], [-2.644067, 4.699881, -1.885273], [-2.661637, 5.988831, 0.233137], [-1.327777, 4.790451, 0.354497], [-2.408627, 4.037781, 1.880117], [1.629883, 3.482071, 0.090357], [2.628443, 2.700851, -0.724653], [2.929993, 1.442271, -0.085353], [0.682993, 2.969221, 0.259157], [1.411193, 4.434451, -0.392593], [2.019183, 3.682471, 1.088547], [3.570673, 3.242051, -0.810763], [2.262993, 2.461481, -1.723273], [2.163993, 0.881741, -0.229033]],
  "forces_ev_per_angstrom": [[-0.917, 0.632, -0.085], [0.519, -0.723, -0.062], [0.306, 0.188, 0.116], [-0.159, -0.335, 0.127], [0.151, 0.292, -0.017], [0.177, -0.393, -0.216], [0.047, 0.017, 0.367], [-0.293, 0.049, -0.217], [0.212, 0.233, 0.047], [0.844, 1.629, -0.369], [-0.270, 0.064, 2.209], [0.059, -1.312, -1.608], [-0.475, -0.147, -0.203], [-0.416, 0.053, 0.284], [0.153, -0.477, -0.333], [0.463, -0.325, -0.052], [-0.287, 0.248, -0.025], [-0.010, 0.244, 0.110], [0.966, 0.190, -1.256], [2.247, 0.959, 1.764], [-2.467, -0.721, 0.635], [0.018, 0.153, 0.123], [0.022, -0.112, 0.202], [0.322, -0.587, -0.291], [0.580, 0.233, -0.115], [-1.120, 0.044, 0.369], [-0.707, -0.029, -1.132], [0.563, -0.267, -0.844], [-0.422, -0.834, 1.877], [-0.750, 0.833, -0.414], [-0.056, 0.531, 0.264], [-0.378, 0.425, -0.209], [0.417, -0.172, -0.113], [0.136, -0.060, -0.106], [0.321, -0.988, -0.026], [0.374, 0.438, -0.610], [1.698, -0.018, -1.061], [-2.979, -2.273, 0.024], [1.354, 0.930, 0.654], [-0.070, 0.182, -0.206], [-0.562, -0.058, 0.100], [0.425, 0.295, 0.046], [-0.653, 0.063, -0.310], [0.541, -0.251, -0.042], [0.897, 0.584, 0.014], [0.887, 0.050, -0.437], [-0.190, -0.461, -0.730], [0.081, 0.200, 0.156], [-0.598, 0.203, -0.160], [-0.185, -0.061, 0.517], [0.020, -0.142, -0.041], [0.727, 0.456, 0.156], [-0.699, 0.088, 0.399], [-0.156, -0.184, 0.098], [-0.672, -0.422, 0.055], [0.225, -0.144, 0.663], [-0.006, 0.608, 0.027], [-0.089, -0.009, -0.244], [0.194, -0.381, 0.214], [0.333, 0.202, -0.514], [0.335, 0.114, 0.002], [0.302, 0.157, 0.060], [-0.564, -0.112, -0.250], [0.364, -0.270, -0.565], [-1.588, 0.841, 1.102], [0.050, 1.120, 0.694], [0.125, -0.232, 0.029], [0.012, -0.485, -0.153], [0.069, 0.013, -0.444], [-0.181, 0.316, -0.399], [0.834, -0.186, 0.342], [-0.250, -0.595, -0.069], [0.342, 0.091, -0.329], [-0.736, 1.375, 0.374], [-0.478, 0.348, 0.549], [0.300, -0.603, 0.379], [0.129, -0.222, -0.182], [-0.062, 0.042, -0.301], [-0.040, -0.143, -0.023], [0.022, -0.002, 0.267], [0.473, -0.702, -0.712], [1.151, 0.176, 0.101], [-0.027, 1.273, 0.490], [-0.909, -1.811, -0.236], [0.927, 0.072, -0.011], [-0.158, -0.273, -0.407], [-0.288, 0.495, -0.271], [-0.332, 0.366, 0.722], [-0.501, -0.196, -0.086], [-0.040, -0.123, -0.061], [1.295, -0.643, -0.003], [-1.909, 1.396, 0.573], [0.710, -0.091, -0.606], [0.123, -0.058, -0.199], [-0.264, 0.121, -0.278], [-0.030, -0.112, 0.117], [0.384, -0.473, 0.088], [-0.020, -0.213, -0.087], [-0.421, 0.004, 0.468], [0.466, 1.172, 1.559], [-1.456, 0.311, -0.267], [0.526, -0.451, 0.235], [-0.019, -0.108, -0.196], [0.039, -0.114, -0.895], [0.119, -0.716, -0.348], [0.490, 0.288, -0.725], [0.080, 0.045, -0.171], [-0.201, -0.560, 0.751], [-0.140, 0.386, 0.206], [-0.062, -0.773, 0.208], [0.743, 0.660, 0.116], [0.034, -0.201, -0.305], [-0.024, 0.091, -0.005], [0.167, 0.100, 0.020], [0.018, -0.004, 0.010], [-0.122, 0.281, -0.098], [-0.498, -0.609, -0.348]]
}